Molecular formula: CH4S2
Method: DFT, wB97M-V/def2-TZVPD

The HOMO-LUMO gap is 8.5 eV. The value obtained for the maximum force is 2.99 eV/Å. As for the spin multiplicity: 1. Its SMILES is C=S.S. As for the highest occupied orbital energy: -8.8 eV. For the LUMO energy, the calculation gives -0.276 eV. The net charge is 0.

Structure (XYZ):
```
7
Properties=species:S:1:pos:R:3:forces:R:3
C -1.9441 -0.7025 -0.3492 0.668 -0.294 -2.900
S -3.0795 -0.0848 0.5705 -0.233 -0.087 0.342
H -0.8580 -0.5041 -0.2143 -0.725 -0.354 0.239
H -2.1686 -1.2031 -1.4006 0.313 0.737 2.319
S 2.0437 0.8943 0.4484 0.140 -0.557 0.978
H 3.0283 1.2670 -0.3279 0.504 0.380 -0.750
H 2.9782 0.3332 1.2730 -0.667 0.175 -0.228
```
Positions in Å, forces in eV/Å.

---

Molecular formula: CH4S2
Method: DFT, wB97M-V/def2-TZVPD

The HOMO-LUMO gap is 5.8 eV. The value obtained for the maximum force is 2.56 eV/Å. As for the spin multiplicity: 1. As for the highest occupied orbital energy: -9.4 eV. For the LUMO energy, the calculation gives -3.626 eV. The net charge is 0.

Structure (XYZ):
```
7
Properties=species:S:1:pos:R:3:forces:R:3
C -0.7225 0.9895 -0.6795 -1.077 -2.317 -0.100
S -1.5943 -0.2566 0.4168 0.718 0.765 -0.297
S 1.9914 -0.1596 -0.0878 -0.425 0.347 -0.158
H 0.3586 0.8775 -0.4209 0.349 0.774 0.324
H -1.2264 1.9406 -0.5860 0.718 0.397 0.086
H -0.7816 0.5648 -1.6792 0.019 0.458 -0.117
H -0.3935 -0.7168 0.7935 -0.302 -0.424 0.262
```
Positions in Å, forces in eV/Å.

---

Molecular formula: CH4S3
Method: DFT, wB97M-V/def2-TZVPD

The HOMO-LUMO gap (spin up / spin down) is 5.5 / 6.0 eV. The value obtained for the maximum force is 3.38 eV/Å. As for the spin multiplicity: 3. As for the highest occupied orbital energy (spin up / spin down): -4.9 / -9.4 eV. For the LUMO energy (spin up / spin down), the calculation gives 0.612 / -3.304 eV. The net charge is 0.

Structure (XYZ):
```
8
Properties=species:S:1:pos:R:3:forces:R:3
C -0.4941 -0.0325 -0.2557 -2.910 0.786 1.526
S -0.4295 -0.4247 1.5235 -0.013 -1.325 0.181
S 0.9459 -0.7000 -1.2055 1.202 -0.798 -2.681
S -0.6355 1.8005 -0.3832 1.349 0.462 -0.324
H -1.5819 -0.2990 -0.6993 2.738 0.095 0.557
H -0.2941 -1.8143 1.3590 -0.134 1.241 0.086
H 1.7890 -0.8002 -0.0792 -0.923 0.539 0.628
H 0.7001 2.2701 -0.2596 -1.308 -1.001 0.027
```
Positions in Å, forces in eV/Å.

---

Molecular formula: CH4SSi
Method: DFT, wB97M-V/def2-TZVPD

The HOMO-LUMO gap is 10.7 eV. The value obtained for the maximum force is 2.65 eV/Å. As for the spin multiplicity: 1. As for the highest occupied orbital energy: -11.0 eV. For the LUMO energy, the calculation gives -0.294 eV. The net charge is 0.

Structure (XYZ):
```
7
Properties=species:S:1:pos:R:3:forces:R:3
C 0.3807 0.0771 2.2979 2.315 -0.877 0.958
Si -0.5086 0.1439 -1.0058 1.486 -0.574 -0.542
S 1.7961 -0.4444 2.7424 -2.270 0.849 -0.734
H 0.0928 -1.0120 -0.2689 -0.125 0.127 -0.250
H 0.4677 0.4169 -2.2021 -0.870 0.030 1.058
H -0.4727 1.2127 0.0527 -0.477 -0.093 -0.804
H -1.7561 -0.3943 -1.6164 -0.058 0.538 0.315
```
Positions in Å, forces in eV/Å.

---

Molecular formula: CH4Se
Method: DFT, wB97M-V/def2-TZVPD

The HOMO-LUMO gap (spin up / spin down) is 6.7 / 6.7 eV. The value obtained for the maximum force is 3.00 eV/Å. As for the spin multiplicity: 1. As for the highest occupied orbital energy (spin up / spin down): -9.0 / -9.0 eV. For the LUMO energy (spin up / spin down), the calculation gives -2.284 / -2.283 eV. The net charge is 0.

Structure (XYZ):
```
6
Properties=species:S:1:pos:R:3:forces:R:3
C -0.5282 -0.4968 -0.0008 -0.909 2.427 1.518
Se 1.3753 -0.0802 0.0210 0.429 2.035 -0.490
H -1.1668 -0.3321 -0.8478 0.361 0.760 -0.884
H -0.6018 -1.5364 0.0913 0.372 -1.788 0.694
H -1.0311 0.0117 0.8814 0.650 -0.850 -0.985
H 1.9526 2.4338 -0.1452 -0.903 -2.584 0.147
```
Positions in Å, forces in eV/Å.

---

Molecular formula: CH53O28V
Method: DFT, wB97M-V/def2-TZVPD

The HOMO-LUMO gap is 8.6 eV. The value obtained for the maximum force is 3.39 eV/Å. As for the spin multiplicity: 1. As for the highest occupied orbital energy: -9.3 eV. For the LUMO energy, the calculation gives -0.731 eV. The net charge is 0.

Structure (XYZ):
```
83
Properties=species:S:1:pos:R:3:forces:R:3
O -0.4685 0.7714 1.2925 0.410 -0.597 -2.900
V -0.1230 0.3791 -0.2596 -2.010 0.386 2.708
O 0.7821 -0.8867 -0.1439 -0.112 -0.211 -0.411
C -2.4663 -1.3425 -1.9998 0.777 0.321 0.985
O -2.1665 -0.5578 -0.8596 1.021 1.483 1.079
H -3.2782 -2.0418 -1.8000 0.228 -0.483 0.295
H -2.8872 -0.7810 -2.8338 0.416 0.414 -0.454
H -1.5057 -1.8110 -2.2143 -0.425 -0.604 -1.008
O 2.6867 -5.3132 2.7056 0.010 -0.741 0.055
H 2.6030 -4.4885 2.2271 0.040 0.629 -0.192
H 3.0574 -5.0632 3.5519 0.007 0.033 0.210
O 4.0515 -0.3116 0.0883 0.108 -0.154 -0.258
H 4.5646 0.3434 -0.3849 0.233 0.096 -0.045
H 4.2727 -0.1705 1.0089 -0.145 -0.017 0.356
O -0.6423 4.8371 0.9124 0.208 -0.060 -0.993
H 0.2285 5.2220 1.0114 0.015 0.163 0.023
H -0.9266 4.6532 1.8077 -0.435 -0.078 0.798
O 1.8901 3.9052 4.2961 0.532 0.776 -0.350
H 1.8687 3.1419 4.8733 -0.257 -0.415 -0.041
H 1.0033 3.9619 3.9402 -0.361 0.056 0.194
O -2.5400 -4.8575 -2.1383 -0.343 -0.144 -0.390
H -1.7213 -5.0716 -2.5857 0.164 -0.040 -0.179
H -2.2656 -4.4300 -1.3271 0.120 -0.014 0.482
O 0.3586 0.2312 -2.8565 -0.060 -0.068 0.737
H -0.0753 0.8836 -3.4063 -0.462 0.424 -0.383
H 1.2794 0.2743 -3.1144 0.424 -0.375 0.054
O -3.6479 -1.6335 1.5372 0.027 -0.502 0.537
H -4.5185 -1.2356 1.5416 -0.230 0.052 0.052
H -3.2146 -1.2543 0.7725 0.582 0.510 -0.879
O 3.3241 2.4317 -2.2712 -0.078 0.063 0.144
H 4.1640 1.9728 -2.2843 0.364 -0.062 -0.084
H 2.9727 2.3142 -3.1538 -0.123 0.051 -0.350
O -3.3809 3.3103 -2.5072 0.280 -0.243 -0.115
H -3.9232 3.0052 -3.2345 -0.224 -0.016 -0.168
H -3.5758 4.2449 -2.4382 -0.023 0.302 0.167
O -1.7159 1.1670 -4.6716 0.308 -0.001 -0.005
H -2.2642 1.0733 -3.8926 -0.229 -0.245 0.307
H -2.1450 1.8506 -5.1862 0.015 0.237 -0.220
O -0.9214 2.3719 -1.2120 0.638 -0.729 -0.191
H -1.8007 2.4056 -1.5887 -0.659 -0.037 -0.181
H -0.8010 3.2305 -0.8063 0.234 0.414 0.680
O -0.5454 -1.7775 -5.1867 0.030 -0.372 -0.154
H -0.6906 -1.1088 -5.8560 -0.070 0.161 -0.119
H -0.4230 -1.2832 -4.3762 0.043 0.152 0.341
O 2.9510 4.4902 0.4757 0.115 -0.281 0.044
H 2.2726 4.9354 0.9834 0.037 0.083 0.362
H 2.7656 4.7278 -0.4328 0.020 0.022 -0.356
O -1.2222 4.0541 3.6083 0.774 0.689 -0.638
H -0.9495 3.2154 3.2363 -0.083 -0.580 0.002
H -2.0028 3.8465 4.1218 -0.319 -0.345 0.256
O -3.0569 2.4783 4.8536 -0.221 0.113 0.045
H -3.7531 2.7084 5.4689 -0.212 0.110 0.161
H -2.9219 1.5397 4.9841 0.206 -0.275 -0.074
O 1.2219 -2.1705 4.2241 0.552 0.263 0.508
H 1.7946 -2.3940 3.4905 0.221 -0.024 -0.368
H 0.3365 -2.2392 3.8669 -0.621 -0.015 -0.191
O 1.4013 1.3088 5.0746 -0.049 0.195 0.330
H 1.0763 0.6284 4.4849 -0.132 -0.422 -0.265
H 2.2700 1.0041 5.3369 0.176 -0.279 0.108
O -1.4854 -2.2202 3.5098 0.268 -0.178 0.213
H -2.0906 -2.2344 4.2512 -0.097 -0.065 0.181
H -2.0393 -2.0362 2.7512 -0.408 0.325 -0.383
O 3.5324 -1.3373 -5.3408 0.017 0.405 -0.246
H 3.2038 -1.4632 -4.4506 -0.155 -0.261 0.484
H 4.1708 -2.0400 -5.4626 0.121 -0.167 -0.025
O 1.1796 -3.9601 -0.6056 0.471 0.152 -0.347
H 1.7840 -4.7023 -0.5925 0.255 -0.319 -0.044
H 0.3638 -4.3085 -0.2463 -0.742 -0.035 0.311
O 2.9558 -1.9547 -2.0547 0.352 0.106 -0.778
H 3.1096 -1.3189 -1.3559 0.029 0.192 0.495
H 2.3112 -2.5610 -1.6899 -0.557 -0.208 0.116
O 1.8475 1.6804 -0.1005 -1.202 -0.585 -0.136
H 2.3564 1.8623 -0.8906 0.276 0.148 -0.646
H 2.2372 2.2410 0.5703 -0.244 0.312 0.490
O -1.4197 -3.8363 0.3524 0.141 -0.292 -0.254
H -1.4228 -2.9890 -0.0929 0.057 0.739 -0.093
H -2.0808 -3.7489 1.0390 -0.238 -0.054 0.351
O 2.5577 -2.7573 1.4588 0.479 0.032 0.919
H 3.3130 -2.6394 0.8828 0.225 0.141 -0.186
H 1.8408 -2.9918 0.8696 -0.559 0.044 -0.600
O -4.6015 0.9188 -0.9493 -0.899 0.312 0.047
H -4.5324 1.1563 -1.8740 -0.055 0.019 -0.031
H -3.7472 0.5448 -0.7331 1.015 -0.531 0.109
```
Positions in Å, forces in eV/Å.

---

Molecular formula: CH5BO
Method: DFT, wB97M-V/def2-TZVPD

The HOMO-LUMO gap is 10.0 eV. The value obtained for the maximum force is 4.16 eV/Å. As for the spin multiplicity: 1. As for the highest occupied orbital energy: -9.1 eV. For the LUMO energy, the calculation gives 0.876 eV. The net charge is 0.

Structure (XYZ):
```
8
Properties=species:S:1:pos:R:3:forces:R:3
B 0.1896 0.2935 -1.2774 0.209 4.136 -0.373
C -0.1791 -0.5578 0.8399 2.727 2.647 -0.279
O -0.0320 -0.7627 -0.5814 0.001 -1.375 0.970
H 0.2937 1.8130 -0.0562 -0.057 -2.246 -2.321
H 0.2181 0.4915 -2.5114 0.088 -0.430 1.463
H -0.1411 -1.3952 1.4339 -0.272 -2.500 0.601
H -1.0398 0.0201 0.9561 -1.455 0.627 0.531
H 0.6906 0.0976 1.1966 -1.240 -0.859 -0.593
```
Positions in Å, forces in eV/Å.

---

Molecular formula: CH5BO4
Method: DFT, wB97M-V/def2-TZVPD

The HOMO-LUMO gap is 10.1 eV. The value obtained for the maximum force is 3.18 eV/Å. As for the spin multiplicity: 1. Its SMILES is OB(O)C(O)O. As for the highest occupied orbital energy: -10.0 eV. For the LUMO energy, the calculation gives 0.067 eV. The net charge is 0.

Structure (XYZ):
```
11
Properties=species:S:1:pos:R:3:forces:R:3
O -0.5047 -1.4118 1.3238 1.686 1.729 1.959
B -0.3927 -0.8729 0.0990 -0.616 -0.135 -0.499
O -1.0245 -1.6276 -0.8716 0.881 1.648 -1.255
C 0.1844 0.6722 0.1627 -3.117 -0.017 0.655
O 0.8666 0.9497 1.3603 1.331 -1.431 0.502
O 0.6372 1.3852 -0.9298 2.103 -0.778 -1.185
H -0.9706 -2.1971 1.4780 -0.927 -1.621 0.122
H -1.4374 -2.3952 -0.4974 -0.261 -0.504 0.067
H -0.8267 1.1958 0.3829 0.994 -0.714 -0.668
H 1.1843 0.1009 1.7658 -0.441 1.224 -0.572
H 1.4868 0.9988 -1.3093 -1.634 0.597 0.873
```
Positions in Å, forces in eV/Å.

---

Molecular formula: CH5BS
Method: DFT, wB97M-V/def2-TZVPD

The HOMO-LUMO gap is 10.6 eV. The value obtained for the maximum force is 3.24 eV/Å. As for the spin multiplicity: 1. As for the highest occupied orbital energy: -10.1 eV. For the LUMO energy, the calculation gives 0.542 eV. The net charge is 0.

Structure (XYZ):
```
8
Properties=species:S:1:pos:R:3:forces:R:3
B -0.6544 -0.2460 0.5153 -3.139 0.795 -0.173
C 0.6769 0.4330 0.3288 -1.655 0.449 -1.371
S 0.2740 -0.7361 -1.1117 1.901 -1.548 0.862
H -0.7454 -1.1244 1.2227 0.272 -1.594 0.904
H 0.8336 1.4471 0.1191 -0.138 1.344 -0.949
H -1.8059 0.1155 0.2121 1.136 0.540 0.221
H 1.5070 0.0757 0.7879 2.355 -1.417 1.345
H -0.0858 0.0352 -2.0743 -0.732 1.430 -0.838
```
Positions in Å, forces in eV/Å.

---

Molecular formula: CH5BrN2
Method: DFT, wB97M-V/def2-TZVPD

The HOMO-LUMO gap is 8.8 eV. The value obtained for the maximum force is 3.66 eV/Å. As for the spin multiplicity: 1. As for the highest occupied orbital energy: -8.7 eV. For the LUMO energy, the calculation gives 0.162 eV. The net charge is 0.

Structure (XYZ):
```
9
Properties=species:S:1:pos:R:3:forces:R:3
C 1.3426 0.2710 -0.0116 -1.697 1.722 1.057
N 2.0583 -0.0077 0.9858 0.043 0.216 1.571
N -1.0515 -0.6849 -0.8564 1.826 -2.140 -2.337
Br -2.1302 -0.1208 0.3784 -0.672 -1.032 1.459
H 0.2922 0.7000 0.0185 1.584 -0.333 0.202
H 1.7463 0.2632 -0.9982 0.378 -0.615 -0.734
H -2.6705 1.0314 -0.2157 -0.778 0.913 -0.548
H 1.6251 0.2243 1.9365 0.297 -0.554 -1.834
H -1.2123 -1.6765 -1.2374 -0.981 1.823 1.165
```
Positions in Å, forces in eV/Å.